(1)
Molecular formula: C4H9O
Method: DFT, ωB97M-V/def2-TZVPD

The geometry in XYZ format:
```
14
Properties=species:S:1:pos:R:3
C -2.3790 0.2101 -0.6472
O -1.7300 1.2791 -1.1626
H -1.9792 -0.7469 -1.0783
H -2.2525 0.0822 0.4725
H -3.4942 0.1869 -0.7729
C 1.0927 -0.4167 1.4541
C 1.1656 0.3478 0.1612
C 1.7666 -0.0340 -0.9537
H 1.5219 -1.4112 1.3585
H 1.6453 0.1589 2.2000
H 0.0481 -0.4971 1.7494
H 0.4411 1.1318 0.0448
H 1.6834 0.5717 -1.8460
H 2.4702 -0.8627 -0.9797
```

Its net charge is -1. Its frontier orbital gap is 6.0 eV. The HOMO energy is -1.897 eV. The lowest unoccupied orbital energy is 4.129 eV. The energy above the lowest of the compared OMol25 structures with the same formula, charge and spin comes out at 24.9 kcal/mol.

(2)
Molecular formula: C4H8O2
Method: DFT, ωB97M-V/def2-TZVPD

The geometry in XYZ format:
```
14
Properties=species:S:1:pos:R:3
C -2.1078 -0.4444 0.7104
C -1.1883 -0.0566 -0.4292
O 0.1296 -0.0743 0.1313
C 1.1616 0.2137 -0.6785
C 2.4189 0.3399 0.1435
O 1.0660 0.3520 -1.8739
H -1.8562 -1.4466 1.0704
H -1.9825 0.2561 1.5418
H -3.1556 -0.4347 0.3977
H -1.2498 -0.7443 -1.2786
H -1.3948 0.9533 -0.8017
H 2.1885 0.8773 1.0664
H 3.1901 0.8633 -0.4212
H 2.7806 -0.6546 0.4215
```

Its net charge is 0. Its frontier orbital gap is 11.3 eV. The HOMO energy is -10.384 eV. The lowest unoccupied orbital energy is 0.960 eV. The energy above the lowest of the compared OMol25 structures with the same formula, charge and spin comes out at 6.2 kcal/mol. Its SMILES is CCOC(C)=O.

(3)
Molecular formula: C5H13NO2
Method: DFT, ωB97M-V/def2-TZVPD

The geometry in XYZ format:
```
21
Properties=species:S:1:pos:R:3
C -1.6485 0.0461 2.2787
C -1.4915 0.8634 1.0014
N -0.8666 0.1270 -0.1026
C -0.2342 0.8267 -1.2088
C 0.4437 -0.0459 -2.3001
C 1.7609 -0.6076 -1.8367
O 2.4742 -0.0499 -1.0235
H -2.0244 0.5843 3.1649
H -2.4363 -0.7111 2.1935
H -0.6693 -0.4331 2.5068
H -0.9660 1.7822 1.2524
H -2.4808 1.1006 0.6012
H -0.1487 -0.5224 0.3375
H 0.5830 1.4635 -0.8441
H -1.0363 1.4429 -1.6428
H -0.2058 -0.8705 -2.5578
H 0.5683 0.6148 -3.1823
H 2.2212 -1.5037 -2.2676
O 1.6976 -1.5260 1.1938
H 2.3079 -1.5643 1.9353
H 2.1515 -1.0172 0.5008
```

Its net charge is 0. Its frontier orbital gap is 9.2 eV. The HOMO energy is -8.470 eV. The lowest unoccupied orbital energy is 0.695 eV. The energy above the lowest of the compared OMol25 structures with the same formula, charge and spin comes out at 42.5 kcal/mol. Its SMILES is CCNCCC=O.O.

(4)
Molecular formula: C25H27N3O4S
Method: DFT, ωB97M-V/def2-TZVPD

The geometry in XYZ format:
```
60
Properties=species:S:1:pos:R:3
C -5.7736 -2.0839 -2.1766
C -4.7020 -1.1187 -1.6905
C -5.1202 -0.4494 -0.3737
C -4.0779 0.5228 0.0765
C -3.0035 0.2585 0.8403
C -2.7211 -1.0958 1.3465
O -3.2896 -2.1116 1.0157
O -1.7245 -1.0725 2.2445
C -1.2376 -2.3266 2.7110
C -0.1803 -2.8783 1.7643
C -1.9647 1.3082 1.1731
C -0.6296 0.9067 0.5788
C -0.5480 0.4747 -0.7348
C 0.6628 0.0859 -1.2819
C 1.8198 0.1251 -0.5161
O 3.0549 -0.2431 -0.9546
C 3.2055 -0.6807 -2.2793
C 1.7525 0.5711 0.8151
C 2.9950 0.6264 1.6359
S 4.1471 1.9007 0.9917
C 5.4491 0.9048 0.3633
C 6.4094 1.5031 -0.4556
C 7.4252 0.7114 -0.9478
C 7.4556 -0.6386 -0.6115
C 6.4610 -1.1233 0.2184
N 5.4845 -0.3733 0.6987
C 0.5319 0.9618 1.3357
C -2.3929 2.6539 0.6278
C -1.5828 3.7621 0.8954
N -0.9211 4.6786 1.1083
C -3.5063 2.7972 -0.1247
N -3.9760 3.9849 -0.6082
O -4.3408 1.7657 -0.4273
H -6.7148 -1.5640 -2.3430
H -5.4685 -2.5504 -3.1102
H -5.9354 -2.8647 -1.4381
H -4.5235 -0.3513 -2.4476
H -3.7716 -1.6617 -1.5213
H -5.2594 -1.2207 0.3813
H -6.0541 0.0956 -0.5244
H -0.8142 -2.1216 3.6963
H -2.0747 -3.0270 2.8008
H 0.2377 -3.7934 2.1735
H 0.6140 -2.1479 1.6263
H -0.6281 -3.0949 0.7973
H -1.8477 1.3748 2.2624
H -1.4392 0.4306 -1.3453
H 0.6911 -0.2484 -2.3070
H 2.6205 -1.5858 -2.4741
H 2.9229 0.0978 -2.9955
H 4.2653 -0.9062 -2.3938
H 2.7772 0.8896 2.6691
H 3.5729 -0.2977 1.5750
H 6.3358 2.5534 -0.6883
H 8.1843 1.1336 -1.5905
H 8.2314 -1.2895 -0.9825
H 6.4348 -2.1620 0.5230
H 0.4840 1.3070 2.3581
H -4.6659 3.9354 -1.3384
H -3.3368 4.7614 -0.6218
```

Its net charge is 0. Its frontier orbital gap is 8.6 eV. The HOMO energy is -7.972 eV. The lowest unoccupied orbital energy is 0.596 eV. The energy above the lowest of the compared OMol25 structures with the same formula, charge and spin comes out at 37.4 kcal/mol. Its SMILES is CCCC1=C(C(=O)OCC)[C@@H](c2ccc(OC)c(CSc3ccccn3)c2)C(C#N)=C(N)O1.

(5)
Molecular formula: C38H106N4O24
Method: DFT, ωB97M-V/def2-TZVPD

The geometry in XYZ format:
```
172
Properties=species:S:1:pos:R:3
C 3.0658 5.6774 0.8835
O 2.6323 7.0124 1.2746
C 3.3779 7.6643 2.2688
C 2.7042 9.0138 2.6698
N 1.2960 8.8227 3.1043
C 0.6814 10.1394 3.2885
C -0.8571 10.2593 3.1855
O -1.3592 9.8124 1.8876
C -1.1704 10.6310 0.7306
H 2.4405 5.3097 0.0699
H 3.0120 5.0056 1.7402
H 4.1250 5.6857 0.6265
H 4.3355 7.9319 1.8222
H 3.4612 6.9613 3.0977
H 2.7688 9.7415 1.8608
H 3.3334 9.4150 3.4643
H 0.7116 8.3730 2.4141
H 1.1677 10.7439 2.5229
H 0.9460 10.5295 4.2713
H -1.1090 11.2915 3.4291
H -1.4151 9.7207 3.9515
H -0.2826 11.2598 0.7981
H -1.9753 11.3617 0.6503
H -1.1727 9.9563 -0.1255
C -2.5789 5.0433 -1.9345
O -3.0304 4.6400 -3.1882
C -2.8765 5.6226 -4.2409
C -3.0583 4.8840 -5.5738
N -4.3695 4.2941 -5.7880
C -4.2531 3.7947 -7.1708
C -5.6247 3.1864 -7.5509
O -5.9380 2.0876 -6.6535
C -7.2073 1.5475 -6.9472
H -2.9152 6.0255 -1.6024
H -1.4935 5.1428 -1.9272
H -2.9074 4.3518 -1.1586
H -1.8008 5.7928 -4.2845
H -3.4462 6.5452 -4.1297
H -2.3224 4.0803 -5.5995
H -2.7727 5.5880 -6.3553
H -4.9107 5.1468 -5.7851
H -3.4303 3.1049 -7.3582
H -4.0333 4.5714 -7.9033
H -5.5952 2.8807 -8.5967
H -6.3417 3.9978 -7.4259
H -8.0359 2.2555 -6.9620
H -7.5195 0.7906 -6.2278
H -7.3206 1.0989 -7.9341
C 7.0554 -3.6775 1.7061
O 6.2780 -2.9839 2.6244
C 5.1068 -2.2732 2.0885
C 4.4691 -1.4929 3.2786
N 3.8141 -2.2796 4.3157
C 3.1824 -1.3568 5.3192
C 2.7112 -1.9738 6.6082
O 3.8461 -2.7175 7.2099
C 3.4326 -3.5428 8.3400
H 7.8927 -3.0251 1.4585
H 6.4619 -4.0092 0.8541
H 7.4710 -4.5529 2.2051
H 4.4162 -2.9552 1.5924
H 5.4576 -1.4412 1.4779
H 3.8317 -0.6956 2.8962
H 5.1667 -0.8659 3.8338
H 4.6346 -2.5528 4.8374
H 2.3513 -0.7876 4.9028
H 3.8730 -0.5833 5.6554
H 1.8341 -2.5807 6.3838
H 2.3586 -1.1452 7.2224
H 4.2390 -4.1922 8.6810
H 2.6136 -4.2414 8.1689
H 3.0752 -2.9449 9.1783
C 7.2728 -8.1110 -2.9784
O 5.9703 -8.2966 -2.4768
C 4.8844 -7.5927 -3.1930
C 3.6280 -7.5334 -2.3592
N 2.4906 -7.0856 -3.2042
C 1.2837 -7.0352 -2.3433
C 0.7146 -8.3508 -1.7936
O 1.3317 -8.7818 -0.5528
C 0.6684 -9.8783 -0.0103
H 7.3390 -8.5340 -3.9808
H 7.9460 -8.6545 -2.3154
H 7.6293 -7.0866 -2.8709
H 4.7201 -8.1970 -4.0851
H 5.1776 -6.5787 -3.4648
H 3.6746 -6.7806 -1.5724
H 3.4912 -8.5377 -1.9580
H 2.4499 -7.8439 -3.8700
H 0.4738 -6.6976 -2.9900
H 1.4086 -6.4036 -1.4637
H 0.6604 -9.0537 -2.6249
H -0.3493 -8.2254 -1.5924
H -0.4199 -9.8747 -0.0712
H 0.7201 -9.7692 1.0730
H 1.0372 -10.7852 -0.4895
C -8.1273 -1.2541 -0.6439
C -7.9866 -2.6128 0.0973
O -9.0065 -2.7396 1.1194
O -7.3660 -0.1991 -0.0928
H -9.1229 -0.8295 -0.7726
H -7.6483 -1.5291 -1.5836
H -6.9824 -2.6790 0.5159
H -8.1751 -3.4582 -0.5645
H -8.6313 -3.3439 1.7642
H -6.9026 0.3097 -0.7621
C 3.9750 2.0241 -4.2604
C 2.9231 2.9297 -4.8711
O 2.1164 2.3972 -5.9673
O 3.3607 1.0251 -3.4598
H 4.6760 2.4922 -3.5693
H 4.4588 1.4234 -5.0307
H 3.4371 3.8456 -5.1626
H 2.1923 3.2397 -4.1241
H 1.5643 1.6558 -5.7083
H 3.3990 0.2317 -3.9989
C -3.6283 -0.9167 5.5481
C -4.2767 -0.9290 4.1829
O -4.2680 0.2376 3.4342
O -4.1355 0.1500 6.3743
H -2.5419 -0.9228 5.6359
H -3.8543 -1.8531 6.0580
H -5.3387 -1.1601 4.2660
H -3.9501 -1.7188 3.5064
H -4.9280 0.1700 2.7403
H -5.0787 0.0204 6.4976
C -0.7754 4.3523 5.5181
C 0.7070 4.1495 5.8924
O 1.3875 5.3858 6.2256
O -1.6142 4.3734 6.6396
H -1.0739 3.4265 5.0263
H -0.7897 5.1710 4.7986
H 1.1927 3.6396 5.0605
H 0.8180 3.4556 6.7256
H 1.1168 6.0812 5.6216
H -2.0653 3.5345 6.7596
C 0.8629 -2.5069 -6.6817
C 2.3990 -2.5035 -6.5136
O 2.9016 -2.7547 -5.2283
O 0.2482 -1.3043 -6.3095
H 0.4041 -3.1886 -5.9657
H 0.6504 -2.8082 -7.7075
H 2.8456 -1.6040 -6.9376
H 2.7328 -3.3497 -7.1141
H 2.5163 -3.5922 -4.9605
H -0.7009 -1.4102 -6.4073
C -0.7323 -0.9889 -0.9034
C -0.9617 0.3293 -0.1985
O -0.6732 0.1502 1.2405
O -1.4563 -2.0574 -0.2711
H 0.3085 -1.3075 -0.9608
H -0.8724 -0.9123 -1.9817
H -1.9539 0.7173 -0.4293
H -0.2791 1.0334 -0.6743
H -1.5329 -0.0894 1.5944
H -0.8413 -2.3034 0.4238
C 0.3389 -5.9006 3.8445
C 0.7086 -6.3721 5.2593
O -0.3534 -6.2876 6.2289
O 0.1353 -4.4872 3.8003
H -0.5687 -6.3974 3.5017
H 1.1310 -6.1404 3.1352
H 1.5066 -5.7108 5.5970
H 1.0105 -7.4192 5.2378
H -0.1300 -6.7380 7.0467
H 0.9343 -3.9853 3.9777
O -3.7930 -4.0073 -3.1353
H -3.3846 -3.9366 -2.2725
H -3.8647 -3.1032 -3.4416
O -5.3080 2.1185 -2.9467
H -5.3753 2.2970 -3.8847
H -4.6227 2.7112 -2.6381
```

Its net charge is 0. Its frontier orbital gap is 9.0 eV. The HOMO energy is -8.887 eV. The lowest unoccupied orbital energy is 0.090 eV. The energy above the lowest of the compared OMol25 structures with the same formula, charge and spin comes out at 0.0 kcal/mol.

(6)
Molecular formula: C3H8N3
Method: DFT, ωB97M-V/def2-TZVPD

The geometry in XYZ format:
```
14
Properties=species:S:1:pos:R:3
C 0.9645 -0.8459 0.0882
C 0.8606 0.6943 0.1548
C -0.6583 -1.0822 -0.0202
N -1.0458 -0.2131 1.0777
N -1.1240 -0.0516 -1.0013
N -0.6396 0.7552 0.0951
H 1.5039 -1.4279 -0.6882
H 1.2847 -1.3269 1.0872
H 1.3289 1.0670 1.1300
H 1.4992 1.1872 -0.6295
H -0.8806 -2.1627 -0.1485
H -2.0441 -0.0440 1.0401
H -0.6147 0.1371 -1.8573
H -1.8622 2.3210 -0.1228
```

Its net charge is +1. Its frontier orbital gap (alpha / beta) is 9.5 / 7.6 eV. The HOMO energy (alpha / beta) is -15.636 / -15.452 eV. The lowest unoccupied orbital energy (alpha / beta) is -6.178 / -7.843 eV. The energy above the lowest of the compared OMol25 structures with the same formula, charge and spin comes out at 211.9 kcal/mol.

(7)
Molecular formula: C2H2NO5P
Method: DFT, ωB97M-V/def2-TZVPD

The geometry in XYZ format:
```
11
Properties=species:S:1:pos:R:3
C 0.0096 -0.0938 0.0287
C -1.3619 -0.5245 -0.1007
N -1.8444 -1.7832 -0.0726
O -1.8532 -2.3890 1.0277
O -2.3381 -2.3054 -1.0893
P -2.4588 1.1738 -0.1183
O -3.7202 0.7919 0.6035
O -1.5420 2.1259 0.6130
O -2.5399 1.3662 -1.6119
H 0.1909 0.9561 0.0593
H 0.8116 -0.8166 -0.0532
```

Its net charge is -2. Its frontier orbital gap is 6.7 eV. The HOMO energy is 0.096 eV. The lowest unoccupied orbital energy is 6.751 eV. The energy above the lowest of the compared OMol25 structures with the same formula, charge and spin comes out at 94.7 kcal/mol. Its SMILES is C=C([N+](=O)[O-])P(=O)([O-])[O-].

Look up the net charge of the fifth one. 0

Which of these has the lowest net charge? C2H2NO5P

Repeat the second record exactly.
Molecular formula: C4H8O2
Method: DFT, ωB97M-V/def2-TZVPD

The geometry in XYZ format:
```
14
Properties=species:S:1:pos:R:3
C -2.1078 -0.4444 0.7104
C -1.1883 -0.0566 -0.4292
O 0.1296 -0.0743 0.1313
C 1.1616 0.2137 -0.6785
C 2.4189 0.3399 0.1435
O 1.0660 0.3520 -1.8739
H -1.8562 -1.4466 1.0704
H -1.9825 0.2561 1.5418
H -3.1556 -0.4347 0.3977
H -1.2498 -0.7443 -1.2786
H -1.3948 0.9533 -0.8017
H 2.1885 0.8773 1.0664
H 3.1901 0.8633 -0.4212
H 2.7806 -0.6546 0.4215
```

Its net charge is 0. Its frontier orbital gap is 11.3 eV. The HOMO energy is -10.384 eV. The lowest unoccupied orbital energy is 0.960 eV. The energy above the lowest of the compared OMol25 structures with the same formula, charge and spin comes out at 6.2 kcal/mol. Its SMILES is CCOC(C)=O.

What is the net charge in the seventh record? -2